No. 1
6
Properties=species:S:1:pos:R:3 method="wB97M-V/def2-TZVPD" homo_lumo_gap_ev=8.8336 molar_mass_g_mol=92.465 e_homo_ev=-8.6 energy_ev=-23914.1281
C 2.096 0.427 0.027
C 0.201 0.346 0.003
P 1.281 1.856 -0.005
Cl 3.270 -0.735 -0.004
H -0.139 -0.071 -0.925
H -0.188 -0.034 0.923

***

No. 2
9
Properties=species:S:1:pos:R:3 method="wB97M-V/def2-TZVPD" homo_lumo_gap_ev=11.2241 molar_mass_g_mol=95.509 e_homo_ev=-15.4 total_charge=+1 energy_ev=-18641.2640
C 0.309 -0.718 0.640
N 0.926 0.274 0.660
N -0.412 -1.752 0.829
O 1.327 1.361 0.016
Cl -1.573 1.130 -1.476
H -1.317 1.829 -2.540
H 0.015 -2.654 0.628
H -1.383 -1.356 0.900
H 2.106 1.888 0.345

***

No. 3
9
Properties=species:S:1:pos:R:3 method="wB97M-V/def2-TZVPD" homo_lumo_gap_ev="8.1905 / 5.8872" molar_mass_g_mol=98.041 e_homo_ev="-7.3 / -9.7" s2=2.01 energy_ev=-15526.5675 spin_multiplicity=3
C 2.929 -0.475 0.005
C 1.905 0.150 0.001
C -2.200 0.277 -0.050
C -0.779 0.048 0.045
O -3.046 -0.568 0.132
P 0.354 1.288 -0.154
H 3.796 -1.063 0.089
H -2.487 1.313 -0.327
H -0.472 -0.969 0.260

***

No. 4
99
Properties=species:S:1:pos:R:3 method="wB97M-V/def2-TZVPD" homo_lumo_gap_ev="7.4602 / 7.4409" molar_mass_g_mol=909.245 e_homo_ev="-10.1 / -10.1" s2=0.76 total_charge=+1 energy_ev=-89822.3386 spin_multiplicity=2
Ir -0.473 0.438 1.180
N 1.590 0.845 1.326
C 1.893 2.261 1.023
C 3.356 2.490 0.650
C 3.863 1.671 -0.552
C 3.928 2.428 -1.877
N 2.637 2.873 -2.391
C 1.698 2.080 -2.910
N 0.471 2.557 -3.120
N 1.965 0.815 -3.244
C 0.911 2.657 -0.116
O 0.997 3.781 -0.602
O 0.080 1.748 -0.475
H 2.066 0.428 2.124
H 1.853 0.278 0.517
H 1.640 2.852 1.904
H 3.961 2.253 1.528
H 3.491 3.558 0.465
H 3.288 0.750 -0.689
H 4.884 1.338 -0.349
H 4.447 1.831 -2.630
H 4.527 3.330 -1.755
H 2.262 3.696 -1.937
H 0.205 3.346 -2.540
H -0.255 1.848 -3.228
H 2.911 0.487 -3.316
H 1.224 0.266 -3.658
S -4.308 -1.779 -0.653
C -3.022 -1.026 -0.040
N -2.078 -0.457 0.351
C -1.477 -2.691 2.487
C -0.703 -1.726 3.381
C -1.313 -1.737 4.791
C -0.700 -0.319 2.834
C 0.800 -2.045 3.461
C 1.652 -1.190 4.169
C 3.018 -1.428 4.232
C 3.558 -2.546 3.608
C 2.718 -3.412 2.923
C 1.355 -3.156 2.836
H -2.515 -2.366 2.409
H -1.476 -3.687 2.935
H -1.068 -2.739 1.480
H -2.365 -1.450 4.746
H -0.798 -1.051 5.464
H -1.251 -2.740 5.216
H -0.753 0.428 3.643
H 1.245 -0.339 4.704
H 3.655 -0.759 4.797
H 4.618 -2.754 3.682
H 3.122 -4.301 2.454
H 0.724 -3.836 2.281
S -3.754 3.851 0.710
C -2.798 2.452 0.471
N -1.874 2.238 1.353
C -1.858 3.237 2.320
C -0.965 3.337 3.387
C -1.088 4.402 4.253
C -2.085 5.370 4.070
C -2.966 5.290 3.012
C -2.838 4.215 2.135
H -2.954 1.803 -0.380
H -0.190 2.593 3.517
H -0.405 4.498 5.086
H -2.162 6.194 4.766
H -3.729 6.042 2.866
C -2.523 -1.690 -4.301
C -2.633 -0.186 -4.040
C -4.101 0.203 -3.895
C -1.993 0.602 -5.177
N -2.001 0.195 -2.766
N -0.620 -0.168 -2.688
H -3.038 -1.962 -5.223
H -2.983 -2.249 -3.481
H -1.480 -2.000 -4.403
H -4.657 -0.062 -4.795
H -4.195 1.278 -3.733
H -4.558 -0.317 -3.049
H -2.567 0.476 -6.096
H -0.975 0.261 -5.376
H -1.969 1.666 -4.932
H -2.507 -0.267 -2.013
H -0.241 0.382 -1.919
H -0.512 -1.150 -2.434
C -0.950 -4.451 -3.093
C -0.796 -4.554 -1.575
C 0.340 -3.727 -1.067
N 0.197 -2.570 -0.521
N 1.377 -1.971 -0.170
C 2.409 -2.695 -0.469
N 3.706 -2.288 -0.222
S 2.012 -4.207 -1.204
H -1.786 -5.061 -3.430
H -0.052 -4.793 -3.610
H -1.144 -3.419 -3.387
H -0.653 -5.595 -1.281
H -1.695 -4.187 -1.077
H 3.795 -1.803 0.661
H 4.404 -3.011 -0.313